Molecular formula: C2H7N3O
Method: DFT, wB97M-V/def2-TZVPD

The LUMO energy is 0.92 eV. As for the SMILES: [H]/N=C(\N)NOC. The calculation puts the HOMO energy at -9.1 eV. The strongest force on any atom is 0.0656 Eh/bohr. The orbital gap is 10.04 eV. As for the calculated total energy: -8702.8583 eV. The calculation puts the energy above the lowest of the compared OMol25 structures with the same formula, charge and spin at 329.9 kJ/mol.

CARTESIAN COORDINATES (ANGSTROEM)
C1 -1.3589 -1.5891 -0.6915
C2 0.5370 0.5863 0.5153
H1 -0.9747 -2.4608 -0.1704
H2 -2.1669 -1.9255 -1.3882
H3 -2.0050 -1.0713 0.1055
H4 -1.1902 0.8148 -0.4547
H5 1.1099 1.9922 1.7877
H6 1.1900 2.4349 0.1946
H7 1.6324 -0.3844 1.7909
N1 -0.2596 0.4475 -0.6576
N2 0.7627 1.9042 0.8532
N3 0.8956 -0.4892 1.0821
O1 -0.3069 -0.8026 -1.2190

Mulliken analysis output, partial charges in e:
1. C -0.6711
2. C 0.5403
3. H 0.2510
4. H 0.2856
5. H 0.2467
6. H 0.2663
7. H 0.2316
8. H 0.1965
9. H 0.2168
10. N -0.2962
11. N -0.4355
12. N -0.5748
13. O -0.2571


Molecular formula: C2H7N3O
Method: DFT, wB97M-V/def2-TZVPD

Its multiplicity is 2. The LUMO energy (alpha / beta) is -4.97 / -9.47 eV. The calculation puts the HOMO energy (alpha / beta) at -13.5 / -13.4 eV. The strongest force on any atom is 0.0492 Eh/bohr. The charge is +1. The orbital gap (alpha / beta) is 8.49 / 3.93 eV. As for the calculated total energy: -8695.7071 eV. The calculation puts the energy above the lowest of the compared OMol25 structures with the same formula, charge and spin at 110.9 kJ/mol. The expectation value of S² is 0.7791.

CARTESIAN COORDINATES (ANGSTROEM)
N1 1.8716 0.6636 -1.6355
C1 1.5222 0.1572 -0.4362
N2 1.8872 -1.0694 -0.1683
H1 2.2007 1.6320 -1.6605
H2 2.4056 -0.0330 -2.1710
H3 1.0176 0.8103 0.2746
H4 1.5736 -1.3651 0.7630
C2 -2.3739 -0.6526 1.0676
N3 -1.6192 0.4438 0.7123
O1 -2.4579 -1.6411 0.3872
H5 -2.8591 -0.6173 2.0507
H6 -1.9728 1.3381 1.0067
H7 -1.1956 0.3333 -0.1905

Mulliken analysis output, partial charges in e:
1. N -0.1980
2. C -0.0072
3. N -0.3903
4. H 0.3331
5. H 0.3483
6. H 0.5388
7. H 0.3324
8. C 0.0271
9. N -0.3718
10. O -0.4851
11. H 0.3699
12. H 0.2216
13. H 0.2813


Molecular formula: C2H7N3O2
Method: DFT, wB97M-V/def2-TZVPD

The LUMO energy (alpha / beta) is -10.75 / -10.98 eV. The calculation puts the HOMO energy (alpha / beta) at -19.4 / -19.2 eV. The strongest force on any atom is 0.0871 Eh/bohr. The charge is +2. The orbital gap (alpha / beta) is 8.62 / 8.22 eV. As for the calculated total energy: -10729.3515 eV. The calculation puts the energy above the lowest of the compared OMol25 structures with the same formula, charge and spin at 234.7 kJ/mol.

CARTESIAN COORDINATES (ANGSTROEM)
C1 -2.0337 -0.1683 0.2763
C2 1.3721 -0.4275 0.2679
N1 -0.6110 0.3200 -0.5971
N2 -3.0209 0.3266 -0.4148
N3 2.8145 -0.2180 0.2916
O1 -1.8071 -0.7614 1.2549
O2 0.6970 0.4573 -0.3644
H1 0.8950 -1.2007 0.7967
H2 -0.9457 1.1240 -1.1845
H3 -4.0912 0.2513 -0.0690
H4 -3.0414 0.7490 -1.2960
H5 3.4935 -1.0435 0.6239
H6 3.0761 0.3880 1.0495
H7 3.2025 0.2033 -0.6349

Mulliken analysis output, partial charges in e:
1. C 0.7152
2. C 0.0425
3. N -0.3558
4. N -0.3589
5. N -0.3554
6. O -0.3280
7. O -0.0440
8. H 0.4829
9. H 0.3119
10. H 0.3478
11. H 0.2215
12. H 0.4623
13. H 0.3982
14. H 0.4597


Molecular formula: C2H7N3O3
Method: DFT, wB97M-V/def2-TZVPD

The LUMO energy is 0.17 eV. As for the SMILES: NNN(O)C=O.C=O. The calculation puts the HOMO energy at -9.7 eV. The strongest force on any atom is 0.0515 Eh/bohr. The orbital gap is 9.84 eV. As for the calculated total energy: -12795.7531 eV. The calculation puts the energy above the lowest of the compared OMol25 structures with the same formula, charge and spin at 535.5 kJ/mol.

CARTESIAN COORDINATES (ANGSTROEM)
C1 -1.8724 -0.4349 1.2242
C2 -0.5027 0.5734 -1.3013
O1 -1.9603 0.7093 0.8212
O2 -0.8293 -0.5478 -1.6166
H1 -0.9131 1.5036 -1.7096
H2 0.1515 -0.6160 0.8708
H3 -2.0849 -1.2868 0.5493
H4 -1.9544 -0.6780 2.3016
N1 1.8867 -1.0360 -0.2675
O3 0.8563 2.1041 -0.0747
N2 0.5529 0.8038 -0.4531
N3 1.0345 -0.1464 0.4124
H5 1.7930 2.2335 -0.2599
H6 1.3865 -1.6547 -0.9062
H7 2.4557 -1.5270 0.4093

Mulliken analysis output, partial charges in e:
1. C -0.2834
2. C -0.0118
3. O -0.3655
4. O -0.5676
5. H 0.3952
6. H 0.1671
7. H 0.3137
8. H 0.3180
9. N -0.4948
10. O -0.4680
11. N 0.4259
12. N -0.2481
13. H 0.3436
14. H 0.2219
15. H 0.2538


Molecular formula: C2H7N3P
Method: DFT, wB97M-V/def2-TZVPD

The LUMO energy (alpha / beta) is -6.18 / -6.17 eV. The calculation puts the HOMO energy (alpha / beta) at -13.4 / -13.4 eV. The strongest force on any atom is 0.0644 Eh/bohr. The charge is +1. The orbital gap (alpha / beta) is 7.24 / 7.25 eV. As for the calculated total energy: -15935.6737 eV. The calculation puts the energy above the lowest of the compared OMol25 structures with the same formula, charge and spin at 515.7 kJ/mol.

CARTESIAN COORDINATES (ANGSTROEM)
C1 -0.6673 -0.6898 0.0764
C2 0.7918 1.1674 0.3891
N1 1.8243 -1.5587 0.2682
N2 -0.3488 0.6059 -0.1629
N3 -1.8993 -1.0012 -0.1395
P1 2.1346 -0.1623 -0.2523
H1 1.1247 2.0813 -0.0073
H2 0.9290 0.9255 1.3838
H3 1.5540 -1.8321 1.1866
H4 -0.6877 1.2257 -0.8706
H5 -2.2100 -1.8448 0.2626
H6 -2.6476 -0.4214 -0.4980
H7 2.1329 -0.1224 -1.7835

Mulliken analysis output, partial charges in e:
1. C -0.2079
2. C -0.5109
3. N -0.3138
4. N -0.1534
5. N -0.1663
6. P 0.2777
7. H 0.4324
8. H 0.3461
9. H 0.3397
10. H 0.2709
11. H 0.2641
12. H 0.2332
13. H 0.1882


Molecular formula: C2H7N3S
Method: DFT, wB97M-V/def2-TZVPD

The LUMO energy is 0.75 eV. As for the SMILES: [H]/N=C(\NN)SC. The calculation puts the HOMO energy at -8.7 eV. The strongest force on any atom is 0.0249 Eh/bohr. The orbital gap is 9.49 eV. As for the calculated total energy: -17492.0618 eV. The calculation puts the energy above the lowest of the compared OMol25 structures with the same formula, charge and spin at 82.0 kJ/mol.

CARTESIAN COORDINATES (ANGSTROEM)
C1 -1.5498 1.9056 -0.9829
C2 0.1217 -0.0848 0.0648
H1 -1.5783 2.8576 -1.4989
H2 -2.0396 2.0267 -0.0214
H3 -2.0249 1.1147 -1.5899
H4 -0.7367 -1.5792 0.7174
H5 2.1990 -0.0959 0.1941
H6 1.8163 -1.9766 1.8773
H7 1.8404 -2.5006 0.3291
N1 -0.9654 -0.7166 0.2533
N2 1.3459 -0.5533 0.4870
N3 1.3577 -1.8788 0.9672
S1 0.2137 1.4813 -0.7971

Mulliken analysis output, partial charges in e:
1. C -0.7873
2. C 0.4749
3. H 0.3278
4. H 0.2728
5. H 0.2563
6. H 0.3515
7. H 0.1798
8. H 0.2230
9. H 0.2091
10. N -0.6688
11. N -0.1043
12. N -0.5869
13. S -0.1479


Molecular formula: C2H7N3S
Method: DFT, wB97M-V/def2-TZVPD

The LUMO energy is 0.96 eV. As for the SMILES: CN(S)/C=N/N. The calculation puts the HOMO energy at -7.6 eV. The strongest force on any atom is 0.0386 Eh/bohr. The orbital gap is 8.58 eV. As for the calculated total energy: -17491.0043 eV. The calculation puts the energy above the lowest of the compared OMol25 structures with the same formula, charge and spin at 184.0 kJ/mol.

CARTESIAN COORDINATES (ANGSTROEM)
C1 -1.5298 1.5204 0.1828
C2 0.6736 0.6291 -0.2074
H1 -0.8855 2.4123 0.2427
H2 -1.9018 1.3134 1.1824
H3 -2.3930 1.6815 -0.4773
H4 -0.4916 -1.6307 0.8422
H5 1.0136 1.6510 -0.3943
H6 3.1479 0.7159 -0.3260
H7 3.4337 -0.8759 0.0806
N1 -0.6928 0.4194 -0.2089
N2 1.5079 -0.3277 -0.0315
N3 2.8269 -0.0794 0.1919
S1 -1.3925 -1.1407 -0.0414

Mulliken analysis output, partial charges in e:
1. C -0.7692
2. C 0.0446
3. H 0.3267
4. H 0.2942
5. H 0.2225
6. H 0.1457
7. H 0.2347
8. H 0.2178
9. H 0.2330
10. N -0.0637
11. N -0.1656
12. N -0.5380
13. S -0.1826


Molecular formula: C2H7N3S
Method: DFT, wB97M-V/def2-TZVPD

The LUMO energy is 0.58 eV. As for the SMILES: CN(N)C(N)=S. The calculation puts the HOMO energy at -7.9 eV. The strongest force on any atom is 0.0917 Eh/bohr. The orbital gap is 8.49 eV. As for the calculated total energy: -17490.8883 eV. The calculation puts the energy above the lowest of the compared OMol25 structures with the same formula, charge and spin at 195.2 kJ/mol.

CARTESIAN COORDINATES (ANGSTROEM)
C1 0.0112 -1.6298 0.1019
C2 -0.9247 0.5641 -0.0400
H1 -1.0798 -1.9110 -0.2731
H2 0.7128 -1.9898 -0.6543
H3 0.1319 -2.2971 1.1845
H4 1.9346 -0.2390 -0.8473
H5 1.9417 0.5963 0.7778
H6 -1.4507 2.6187 -0.1447
H7 0.2379 2.2429 -0.2266
N1 0.1845 -0.1886 0.0939
N2 1.4628 0.4989 -0.1411
N3 -0.6995 1.8964 0.2123
S1 -2.4626 -0.1619 -0.0433

Mulliken analysis output, partial charges in e:
1. C -0.8164
2. C 0.2734
3. H 0.2461
4. H 0.3095
5. H 0.2044
6. H 0.3014
7. H 0.2458
8. H 0.2917
9. H 0.3386
10. N 0.2027
11. N -0.6464
12. N -0.5039
13. S -0.4470